Density functional theory data (wB97M-V/def2-TZVPD) for one molecule with the formula C6H6O2 in a non-equilibrium geometry.

Calculated values
Calculated total energy = -382.5640 Eh
F_max = 0.1208 Eh/bohr
Molecular weight = 110.11 g/mol
E_HOMO = -8.476 eV
Structure (SMILES) = C=C1C=CO[C@@H]1C=O
E_LUMO = 0.338 eV
Energy relative to the best compared isomer or geometry (same formula, charge and spin) = 76.37 kcal/mol

Atoms and positions in Å:
1 C 0.09358 -0.67095 1.82335
2 C 0.28161 0.07717 0.69625
3 C -0.43558 1.43993 0.60488
4 C -0.49542 1.83533 -0.61331
5 C 0.50159 -0.23667 -0.67060
6 C 0.12390 -1.46141 -1.43364
7 H 0.40066 -1.67911 1.64520
8 H -0.56038 -0.47960 2.78563
9 H -0.72936 1.75357 1.66245
10 H -0.91568 2.57049 -1.12802
11 H 1.64300 -0.43166 -0.72681
12 H -0.36746 -1.18383 -2.38620
13 O 0.23239 1.02597 -1.46491
14 O 0.22714 -2.55925 -0.79427

natural (NBO) population analysis, charges in e, atoms 1 to 6:
1. C -0.397
2. C -0.050
3. C -0.299
4. C 0.130
5. C -0.077
6. C 0.414

Density functional theory data (wB97M-V/def2-TZVPD) for one molecule with the formula C17H18N2O5 in a non-equilibrium geometry.

Calculated values
Calculated total energy = -1144.1907 Eh
F_max = 0.0229 Eh/bohr
Molecular weight = 330.34 g/mol
E_HOMO = -8.136 eV
Structure (SMILES) = O/N=C/c1ccc(OCC(O)COc2ccc(/C=N/O)cc2)cc1
E_LUMO = 0.620 eV
Energy relative to the best compared isomer or geometry (same formula, charge and spin) = 135.09 kcal/mol

Atoms and positions in Å:
1 O 5.03844 1.41618 -1.24227
2 H 5.21563 1.64259 -2.16561
3 N 3.65875 1.59783 -1.10516
4 C 3.20992 1.41180 0.06714
5 C 1.79266 1.48115 0.34897
6 C 1.31789 1.09721 1.60440
7 C -0.03177 1.07971 1.86861
8 C -0.95321 1.46005 0.89030
9 C -0.48449 1.88564 -0.35024
10 C 0.86997 1.88390 -0.61451
11 H 1.23534 2.19540 -1.57983
12 H -1.16522 2.22244 -1.11599
13 O -2.26142 1.38362 1.26601
14 C -3.28384 1.64270 0.33488
15 H -3.13704 2.59873 -0.17916
16 C -3.44594 0.52525 -0.70857
17 O -4.54863 0.88394 -1.50709
18 H -4.68823 0.19297 -2.16502
19 C -3.61992 -0.85738 -0.04093
20 O -2.85757 -1.83984 -0.71561
21 C -1.51739 -1.86675 -0.38871
22 C -0.57859 -1.62811 -1.38891
23 C 0.76782 -1.64597 -1.09600
24 C 1.20701 -1.92312 0.19897
25 C 0.26161 -2.19846 1.18589
26 C -1.08739 -2.15957 0.90124
27 H -1.81130 -2.36717 1.67534
28 H 0.58849 -2.43147 2.18890
29 C 2.61537 -1.89253 0.53916
30 N 3.46120 -1.40946 -0.27337
31 O 4.77489 -1.38343 0.16534
32 H 5.22963 -0.81168 -0.47434
33 H 2.90683 -2.26131 1.52462
34 H 1.50227 -1.43627 -1.85647
35 H -0.92277 -1.42710 -2.39222
36 H -3.33620 -0.79335 1.01448
37 H -4.66411 -1.17300 -0.11227
38 H -2.53414 0.47226 -1.32469
39 H -4.20309 1.70586 0.92260
40 H -0.40841 0.77106 2.83095
41 H 2.01670 0.79516 2.37065
42 H 3.87028 1.16050 0.89852

natural (NBO) population analysis, charges in e, atoms 1 to 6:
1. O -0.587
2. H 0.482
3. N -0.142
4. C 0.044
5. C -0.134
6. C -0.159

Density functional theory data (wB97M-V/def2-TZVPD) for an isolated ion of composition C26H22F7OSi and charge +1 in a non-equilibrium geometry.

Calculated values
Calculated total energy = -2067.4033 Eh
F_max = 0.0987 Eh/bohr
Molecular weight = 511.53 g/mol
E_HOMO = -11.371 eV
E_LUMO = -5.843 eV
Charge = +1
Energy relative to the best compared isomer or geometry (same formula, charge and spin) = 39.01 kcal/mol

Atoms and positions in Å:
1 C -3.61927 2.93021 -0.13204
2 Si -3.67230 1.17666 -0.77360
3 C -3.79094 -0.08382 0.56743
4 C -5.05679 0.97733 -2.00692
5 O -2.16764 0.95721 -1.39738
6 C -1.04579 0.20428 -1.56155
7 C 0.15635 0.55811 -0.87424
8 C -1.21194 -0.88748 -2.47417
9 C -0.33012 -2.02805 -2.54057
10 F 0.98693 -1.90958 -2.15623
11 C -0.68930 -3.20187 -3.16216
12 F 0.07787 -4.32624 -3.03456
13 C -1.90374 -3.28428 -3.84257
14 F -2.36917 -4.46490 -4.33265
15 C -2.63620 -2.11329 -4.07119
16 F -3.74610 -2.12789 -4.85233
17 C -2.24879 -0.93587 -3.46432
18 F -2.71770 0.26311 -3.93693
19 H -4.48950 3.14352 0.50693
20 H -2.71215 3.09237 0.46733
21 H -3.60733 3.66660 -0.94997
22 H -4.76263 -0.01304 1.06961
23 H -3.68348 -1.09842 0.16290
24 H -3.00383 0.06842 1.31335
25 H -6.01105 1.15354 -1.49076
26 H -5.00300 1.68551 -2.84821
27 H -5.10861 -0.03861 -2.43198
28 H 1.03848 0.18612 -1.39438
29 H 0.10792 1.67217 -0.69369
30 F 2.88531 -4.31944 0.21581
31 C 1.78436 -3.58270 0.55573
32 C 0.51003 -4.18558 0.47422
33 C -0.59779 -3.41066 0.81771
34 C -0.46115 -2.05573 1.07939
35 C 0.79094 -1.41418 0.93348
36 C 0.89192 0.06085 0.74919
37 C 2.19009 0.67071 1.19674
38 C 2.35451 1.74923 2.03853
39 C 3.64525 2.35601 2.45026
40 C 4.88993 1.78851 2.11690
41 C 6.07561 2.32861 2.65645
42 F 7.27539 1.78941 2.30877
43 C 6.06812 3.46330 3.47757
44 C 4.82461 4.00684 3.83802
45 C 3.64798 3.48873 3.31455
46 C 1.94756 -2.22102 0.85714
47 H 0.43688 -5.27038 0.27037
48 H -1.59658 -3.88285 0.89872
49 H -1.30290 -1.49806 1.48316
50 H -0.02194 0.65190 1.02228
51 H 3.09634 0.18939 0.81656
52 H 1.46731 2.25989 2.42881
53 H 4.96306 0.89325 1.50544
54 H 7.00734 3.86517 3.85764
55 H 4.81059 4.93107 4.40774
56 H 2.68530 3.96224 3.57029
57 H 2.95175 -1.83634 0.99342

natural (NBO) population analysis, charges in e, atoms 1 to 6:
1. C -1.139
2. Si 1.878
3. C -1.152
4. C -1.149
5. O -0.800
6. C 0.618

Density functional theory data (wB97M-V/def2-TZVPD) for C14H17MgNO2 as an isolated structure in a non-equilibrium geometry.

Calculated values
Calculated total energy = -948.9066 Eh
F_max = 0.0504 Eh/bohr
Molecular weight = 255.60 g/mol
E_HOMO (alpha / beta) = -5.643 / -5.641 eV
E_LUMO (alpha / beta) = -0.890 / -0.889 eV

Atoms and positions in Å:
1 C 0.41501 -1.43769 -1.30002
2 C -0.16548 1.75427 -1.69523
3 C -1.02822 -1.40290 -1.46369
4 H 0.78025 -2.40104 -1.72789
5 C -1.48252 1.66362 -1.48583
6 H 0.39311 2.58859 -1.24392
7 H -1.58150 -2.22481 -0.98681
8 H -1.98841 2.44611 -0.91435
9 C -1.74490 -0.68851 -2.51721
10 H -2.56167 -1.34442 -2.86771
11 H -1.09984 -0.53277 -3.38773
12 C 1.31367 -0.35000 -1.98838
13 H 1.91141 -0.84265 -2.77178
14 H 2.04184 -0.00715 -1.23601
15 C 0.66714 0.90006 -2.60481
16 H 0.14392 0.65920 -3.53634
17 H 1.52044 1.52925 -2.90684
18 C -2.40705 0.66483 -2.11631
19 H -2.86855 1.06813 -3.03099
20 H -3.22429 0.47570 -1.40718
21 Mg -0.11400 -2.37708 1.12269
22 H 0.70983 -1.36960 -0.18707
23 O 2.99037 -2.05881 3.59770
24 C 1.88729 -2.02843 3.06627
25 O 1.26896 -2.97472 2.39232
26 C 1.12415 -0.73686 3.14406
27 C 1.39370 0.28245 4.05780
28 C 0.71071 1.49177 3.90260
29 C -0.14729 1.65615 2.80688
30 C -0.38837 0.58335 1.95825
31 N 0.21022 -0.60854 2.16697
32 H 2.12860 0.07749 4.83608
33 H 0.87455 2.28926 4.62620
34 H -0.63542 2.61301 2.60683
35 H -1.04765 0.64274 1.09145

natural (NBO) population analysis, charges in e, atoms 1 to 6:
1. C -0.410
2. C -0.206
3. C -0.550
4. H 0.197
5. C -0.170
6. H 0.198

Density functional theory data (wB97M-V/def2-TZVPD) for F12InN2O6P2 as an isolated structure in a non-equilibrium geometry.

Calculated values
Calculated total energy = -2632.2738 Eh
F_max = 0.0676 Eh/bohr
Molecular weight = 528.75 g/mol
E_HOMO = -8.750 eV
E_LUMO = -5.081 eV
Charge = -1
Energy relative to the best compared isomer or geometry (same formula, charge and spin) = 0.00 kcal/mol

Atoms and positions in Å:
1 In -0.46362 -0.54879 -0.43843
2 N -3.25684 2.37503 -0.44587
3 O -3.00819 2.95767 0.60868
4 O -2.60507 1.36549 -0.74526
5 O -4.12892 2.74632 -1.20407
6 N -3.15172 0.10971 2.56165
7 O -4.13094 -0.51444 2.91028
8 O -2.20385 -0.32734 1.91211
9 O -3.04194 1.30779 2.87521
10 P 1.69304 -3.21462 0.83222
11 F 0.58498 -2.44100 1.74583
12 F 2.14873 -1.77244 0.23789
13 F 2.78596 -3.10969 1.97028
14 F 2.66157 -4.01783 -0.18795
15 F 1.20571 -4.65770 1.37654
16 F 0.52963 -3.20983 -0.36355
17 P 2.04462 1.84501 -1.95288
18 F 1.82590 0.27480 -2.14701
19 F 0.49435 1.92129 -1.46638
20 F 2.51325 1.57627 -0.42512
21 F 2.24620 3.45617 -1.77676
22 F 3.62452 1.73600 -2.37585
23 F 1.63262 2.14215 -3.50157

natural (NBO) population analysis, charges in e, atoms 1 to 6:
1. In 1.193
2. N 0.707
3. O -0.254
4. O -0.318
5. O -0.274
6. N 0.703

Density functional theory data (wB97M-V/def2-TZVPD) for C18H24ILuN4OTe as an isolated structure in a non-equilibrium geometry.

Calculated values
Calculated total energy = -2795.5598 Eh
F_max = 0.1124 Eh/bohr
Molecular weight = 741.89 g/mol
E_HOMO (alpha / beta) = 2.583 / 0.724 eV
E_LUMO (alpha / beta) = 3.342 / 4.277 eV
Charge = -2

Atoms and positions in Å:
1 C -0.91876 2.05086 -3.56601
2 I -1.04169 -2.85313 -4.53876
3 H 0.13749 2.15848 -3.74925
4 H -1.33743 3.00185 -3.79676
5 H -1.40339 1.30248 -4.21446
6 C -1.10983 -2.99592 0.79379
7 C -0.11527 -3.59025 0.10370
8 N 0.15187 -2.73941 -0.94857
9 C -0.59715 -1.56500 -0.83295
10 N -1.43010 -1.81360 0.18716
11 H -1.56071 -3.30386 1.71495
12 H 0.48619 -4.44991 0.29883
13 C 0.48618 3.01356 0.85247
14 C -0.25439 2.22971 -1.12740
15 N -0.60194 2.51610 0.16174
16 H 2.59557 3.18126 0.23023
17 N 1.10182 2.47923 -1.18789
18 H 0.41738 3.40509 1.85853
19 Lu -0.03245 -1.15916 -2.83001
20 C -1.06347 1.57674 -2.20114
21 O -1.79853 0.57133 -1.96645
22 C 1.54698 2.96632 0.02295
23 C 1.97195 2.47262 -2.33906
24 H 2.93778 2.95193 -2.13441
25 H 1.56340 3.05721 -3.16004
26 H 2.20088 1.45437 -2.66033
27 C -1.90641 2.48558 0.76797
28 H -2.20400 3.50493 1.03800
29 H -1.91809 1.83692 1.65681
30 H -2.60449 2.11394 0.02337
31 C -2.42322 -0.85869 0.63118
32 H -3.37062 -1.32151 0.88043
33 H -2.60933 -0.15815 -0.19142
34 H -2.06469 -0.30093 1.50213
35 C 1.31978 -2.95352 -1.80921
36 H 1.00650 -3.34707 -2.81244
37 H 2.02764 -3.66292 -1.36311
38 H 1.90494 -2.02381 -1.95837
39 Te 2.84037 -0.68835 0.27572
40 C 1.73034 -0.82993 2.06694
41 C 1.44528 -2.10567 2.61381
42 C 0.47411 -2.19821 3.62287
43 C -0.14500 -1.05320 4.12760
44 C 0.23485 0.21236 3.66361
45 C 1.23665 0.33483 2.69770
46 H 1.94744 -2.97775 2.19626
47 H 0.20156 -3.18375 4.00280
48 H -0.86691 -1.14138 4.94077
49 H -0.22193 1.10488 4.07198
50 H 1.63285 1.29248 2.38375

natural (NBO) population analysis, charges in e, atoms 1 to 6:
1. C -0.670
2. I -0.953
3. H 0.208
4. H 0.179
5. H 0.214
6. C -0.064

Density functional theory data (wB97M-V/def2-TZVPD) for C15H32INO12S as an isolated structure.

Calculated values
Calculated total energy = -2243.9822 Eh
F_max = 0.0085 Eh/bohr
Molecular weight = 577.39 g/mol
E_HOMO = -8.915 eV
E_LUMO = -0.813 eV
Energy relative to the best compared isomer or geometry (same formula, charge and spin) = 0.00 kcal/mol

Atoms and positions in Å:
1 O -4.22093 -2.73815 -1.57085
2 N -5.07247 -2.85822 -2.32754
3 O -4.68664 -2.30624 -3.66260
4 C -4.58088 -3.39049 -4.55737
5 C -3.13827 -3.50465 -5.07045
6 I -2.67105 -5.57506 -5.45062
7 C -2.83180 -2.66166 -6.30467
8 O -1.39454 -2.59928 -6.28717
9 S -1.00898 -2.20271 -4.79450
10 O 0.20957 -2.82990 -4.44095
11 O -1.21064 -0.80707 -4.61617
12 O -2.22856 -2.99487 -4.10244
13 H -4.85933 -4.32421 -4.06241
14 H -5.25048 -3.24770 -5.41186
15 H -3.22640 -1.65078 -6.15004
16 H -3.15180 -3.08598 -7.24994
17 C 2.13170 -3.95118 4.03100
18 O 0.96189 -3.88635 3.25057
19 C -0.13202 -3.24603 3.87557
20 C -0.86229 -2.30369 2.94466
21 O -0.15656 -1.11827 2.61925
22 C 0.94926 -1.22005 1.73260
23 C 0.60965 -1.59238 0.30704
24 O 0.22356 -2.94474 0.17724
25 C -0.80751 -3.17044 -0.75739
26 H 2.06525 -4.72810 4.80131
27 H 2.95624 -4.19321 3.36189
28 H 2.34356 -2.99281 4.51807
29 H 0.19969 -2.68991 4.75998
30 H -0.85361 -4.00482 4.20803
31 H -1.74120 -1.95437 3.49354
32 H -1.21156 -2.82646 2.05261
33 H 1.72087 -1.87763 2.13855
34 H 1.36331 -0.21055 1.68753
35 H 1.50667 -1.41068 -0.30146
36 H -0.18112 -0.92597 -0.05911
37 H -1.59310 -2.41100 -0.67783
38 H -1.24101 -4.14644 -0.53964
39 H -0.42176 -3.17482 -1.78238
40 C -0.15965 2.26047 1.90070
41 O 1.03112 2.98987 2.12494
42 C 2.12610 2.60289 1.32123
43 C 2.88448 3.79541 0.78228
44 O 2.18846 4.53456 -0.20442
45 C 1.15709 5.41063 0.21057
46 C 1.63732 6.69836 0.84047
47 O 2.17257 6.48623 2.13210
48 C 3.28728 7.28653 2.44567
49 H -0.14006 1.28928 2.40042
50 H -0.98037 2.85189 2.30552
51 H -0.33642 2.11175 0.82907
52 H 1.79034 1.98393 0.48016
53 H 2.82853 2.00585 1.92024
54 H 3.76241 3.39991 0.26463
55 H 3.23016 4.43243 1.59923
56 H 0.43583 4.91127 0.86107
57 H 0.64560 5.68937 -0.71424
58 H 0.77602 7.37766 0.90767
59 H 2.38320 7.16432 0.18592
60 H 3.99805 7.32769 1.61311
61 H 3.78142 6.83647 3.30559
62 H 2.99383 8.31010 2.70603

natural (NBO) population analysis, charges in e, atoms 1 to 6:
1. O -0.175
2. N 0.417
3. O -0.465
4. C -0.155
5. C 0.156
6. I 0.118

Density functional theory data (wB97M-V/def2-TZVPD) for C20H29N2RhS as an isolated structure in a non-equilibrium geometry.

Calculated values
Calculated total energy = -1396.9597 Eh
F_max = 0.0802 Eh/bohr
Molecular weight = 432.44 g/mol
E_HOMO (alpha / beta) = -12.340 / -14.582 eV
Expectation value of S² = 6.037
E_LUMO (alpha / beta) = -7.084 / -10.587 eV
Charge = +2
Spin multiplicity = 5

Atoms and positions in Å:
1 C 1.03945 1.73994 -0.42522
2 H 1.51145 2.09534 0.49428
3 H 1.81935 1.68244 -1.19572
4 H 1.56685 -0.22726 0.87048
5 C -0.08455 2.68024 -0.84902
6 H -0.79405 2.15594 -1.50102
7 H -0.65555 2.99194 0.03408
8 C 0.44395 3.92624 -1.57942
9 H -0.37725 4.57064 -1.91522
10 H 1.09245 4.51814 -0.92322
11 H 1.03285 3.64184 -2.45962
12 C -0.40625 -2.25276 -1.01542
13 C -0.81645 -1.19816 -1.92572
14 C 0.36015 -0.60986 -2.46892
15 C 1.50685 -1.25206 -1.86882
16 C 1.01795 -2.30206 -1.00082
17 C 1.86455 -3.30986 -0.28302
18 C 2.93585 -1.00396 -2.24852
19 C 0.42735 0.44394 -3.52952
20 C -2.23195 -0.88106 -2.30582
21 C -1.33405 -3.19486 -0.30782
22 Rh 0.41395 -0.27606 -0.20132
23 H 3.61455 -1.28136 -1.43802
24 H 3.21325 -1.58776 -3.13672
25 H 3.10595 0.05174 -2.48052
26 H 2.88245 -2.94046 -0.13682
27 H 1.45025 -3.55146 0.69908
28 H 1.92445 -4.24166 -0.86152
29 H -2.29975 -2.72536 -0.10142
30 H -1.52275 -4.08506 -0.92302
31 H -0.91165 -3.52936 0.64298
32 H -2.31265 0.11674 -2.74472
33 H -2.60915 -1.60356 -3.04222
34 H -2.89505 -0.91876 -1.43732
35 H 1.26645 1.12744 -3.36682
36 H 0.56735 -0.01966 -4.51472
37 H -0.49035 1.03554 -3.56682
38 N 0.15285 -2.51346 2.35928
39 C -0.66275 -1.40286 2.49528
40 N -0.47225 -0.26536 1.76288
41 C -0.89065 0.77764 2.59538
42 C -0.64045 2.15174 2.48268
43 C -1.12715 3.07324 3.42498
44 C -1.86425 2.63574 4.52588
45 C -2.07645 1.27174 4.70828
46 C -1.57165 0.38624 3.75648
47 S -1.57805 -1.25266 3.89728
48 H 0.02895 -3.33376 2.97068
49 H 1.10775 -2.25046 2.09748
50 H -0.00935 2.55044 1.77228
51 H -0.90305 4.12684 3.31478
52 H -2.22255 3.34784 5.25828
53 H -2.58715 0.91124 5.59188

Löwdin population analysis, charges in e, atoms 1 to 6:
1. C -0.237
2. H 0.046
3. H 0.052
4. H 0.081
5. C -0.329
6. H 0.083